Entry 1:
{"formula": "C18H28F9NO4", "method": "the ωB97M-V functional and the def2-TZVPD basis", "symbols": ["F", "F", "F", "F", "F", "F", "F", "F", "F", "O", "O", "O", "O", "N", "C", "C", "C", "C", "C", "C", "C", "C", "C", "C", "C", "C", "C", "C", "C", "C", "C", "C", "H", "H", "H", "H", "H", "H", "H", "H", "H", "H", "H", "H", "H", "H", "H", "H", "H", "H", "H", "H", "H", "H", "H", "H", "H", "H", "H", "H"], "positions_angstrom": [[1.60537, 2.67040, 1.02088], [-2.16001, -5.19823, -1.58949], [3.68266, 4.02237, 6.08840], [-0.95792, -5.20055, 0.13673], [2.33630, 0.91497, 0.07530], [0.59920, 1.91285, -0.69089], [3.68071, 5.61206, 7.55613], [3.87086, 6.09138, 5.45799], [-2.90476, -4.28054, 0.16090], [1.08987, 4.51159, 5.23386], [1.24274, 6.60177, 6.23780], [-0.55413, -0.08741, 0.75100], [-0.50432, -0.65347, -4.23940], [-0.63430, -1.31993, -3.15747], [-2.13877, 0.17591, -1.94176], [1.66109, 5.37784, 6.28525], [-0.05056, -3.45355, -1.96325], [-1.20190, -3.11374, -0.97279], [-0.09504, -2.69074, -3.28585], [-2.01819, -1.23149, -2.62718], [1.38071, -2.53062, -3.72205], [-3.10437, -1.24923, -3.70002], [-0.63349, -2.49514, 0.30497], [2.45207, 4.67531, 3.17522], [-1.79407, -4.46178, -0.54411], [1.22419, 1.56183, 0.41169], [1.14003, 4.95473, 3.90174], [-2.37143, -2.31916, -1.58814], [0.33737, 0.80184, 1.37596], [-0.77542, -3.51202, -4.40884], [0.12511, -1.18382, 0.11938], [3.22043, 5.29080, 6.32434], [-1.42795, -4.27729, -3.99552], [3.21011, 5.41679, 3.41448], [0.85239, 6.00749, 3.81466], [1.78780, -1.71624, -3.12524], [1.93884, -3.43004, -3.48806], [-3.03642, -3.02289, -2.08061], [2.29825, 4.71473, 2.09461], [-1.17087, 0.65122, -1.90189], [0.35776, 4.37886, 3.38941], [-2.94558, -1.92525, -0.76405], [-2.48252, 0.10556, -0.91727], [-0.27718, 1.55280, 1.85761], [-3.15098, -2.17602, -4.26335], [-1.43768, -2.30607, 1.01156], [0.32284, -0.92118, -0.92119], [1.09701, -1.28074, 0.59553], [0.00791, -4.02601, -4.95211], [-1.28439, -2.88225, -5.12505], [0.03173, -3.18044, 0.81264], [0.87032, -3.16732, -1.46644], [1.38737, 4.78508, 7.19357], [-2.84156, 0.78889, -2.49325], [0.91321, 0.32515, 2.16515], [-4.04669, -1.17083, -3.16396], [0.01740, -4.50708, -2.20518], [-3.04328, -0.39731, -4.35953], [1.45783, -2.22699, -4.75593], [2.84427, 3.69321, 3.44309]], "forces_ev_per_angstrom": [[0.429, 0.916, 0.410], [-0.334, -0.669, -1.144], [0.122, 0.127, 0.047], [0.987, -0.850, 1.136], [0.640, -0.723, -0.460], [-0.607, 0.022, -1.092], [-0.044, 0.053, -0.013], [0.008, 0.037, 0.125], [-0.712, -0.027, 1.039], [0.607, -0.639, -0.024], [0.321, -0.034, 0.050], [0.298, -0.516, -0.061], [0.514, 0.627, 0.212], [-1.496, -1.465, -1.039], [0.142, -0.478, -0.170], [-0.634, 1.006, 0.130], [-0.411, 1.191, 0.239], [0.173, -1.085, 0.006], [1.618, -0.654, -0.785], [-0.774, 1.611, 1.627], [-0.434, 0.825, 0.650], [-0.068, -0.362, 0.048], [-0.221, 0.747, -0.007], [0.156, 0.293, -0.016], [-0.310, 1.422, -0.978], [-0.038, 0.025, 1.186], [-0.323, -0.162, -0.120], [0.847, -0.623, -0.482], [-0.994, -0.011, -0.075], [-0.056, -0.011, 0.504], [0.124, 0.372, 0.346], [-0.123, -0.503, -0.348], [-0.369, 0.084, -0.100], [0.033, -0.030, 0.072], [0.155, 0.075, 0.183], [0.309, 0.043, 0.074], [0.054, -0.231, -0.265], [0.010, -0.258, -0.133], [-0.042, -0.014, 0.008], [0.164, 0.312, -0.131], [-0.058, 0.024, 0.037], [-0.181, 0.419, 0.076], [-0.101, -0.069, 0.118], [-0.140, 0.184, 0.063], [0.123, -0.103, -0.142], [-0.205, 0.103, 0.064], [-0.125, -0.108, -0.156], [0.247, -0.052, 0.049], [0.121, -0.237, -0.104], [-0.168, 0.125, -0.063], [0.136, -0.385, -0.122], [0.249, -0.133, 0.098], [-0.081, -0.132, -0.057], [0.058, 0.278, -0.077], [0.410, -0.124, -0.070], [-0.196, 0.044, 0.085], [-0.045, -0.190, 0.102], [0.219, 0.122, -0.266], [0.085, -0.167, -0.261], [-0.065, -0.043, -0.024]], "s2": 0.754, "spin_multiplicity": 2, "largest_force_ha_per_bohr": 0.04701, "charge": -1, "homo_ev": [-3.6, -3.6]}

***

Entry 2:
{"formula": "C18H28FeNO5P2", "method": "the ωB97M-V functional and the def2-TZVPD basis", "symbols": ["Fe", "P", "P", "O", "O", "O", "O", "O", "N", "C", "C", "C", "C", "C", "C", "C", "C", "C", "C", "C", "C", "C", "C", "C", "C", "C", "C", "H", "H", "H", "H", "H", "H", "H", "H", "H", "H", "H", "H", "H", "H", "H", "H", "H", "H", "H", "H", "H", "H", "H", "H", "H", "H", "H", "H"], "positions_angstrom": [[0.12778, -0.09833, -0.17932], [2.32040, -0.82712, -0.54604], [-2.15433, -0.02410, -0.49537], [-0.08616, -5.36107, -1.44828], [0.22619, 1.88786, 1.61496], [-1.77124, -4.04454, -5.26619], [-0.64331, 3.48722, 3.28680], [0.42117, -0.29897, 2.14355], [0.29029, 0.71889, -1.98441], [-2.15687, 0.76422, -2.17917], [0.57808, 1.95477, -4.44313], [0.09871, 1.27278, 3.91200], [0.32343, 0.34369, 4.93119], [1.68177, 1.74493, -3.60890], [-0.24814, 2.03182, 6.59638], [2.73169, 0.62760, -1.60658], [0.26105, 0.92196, 2.46694], [-0.79024, 0.95368, -2.76040], [-0.67855, 1.52216, -4.02407], [-3.12430, 1.26406, 0.34034], [0.17582, 0.73662, 6.26923], [-0.55489, 2.93364, 5.58504], [1.52679, 1.05061, -2.42324], [3.49883, -0.84121, 0.81734], [-0.37217, 2.58049, 4.23407], [-3.17091, -1.53968, -0.49422], [2.75594, -2.25267, -1.58156], [0.81944, -5.27425, -1.78922], [-1.57852, -4.66079, -4.54610], [0.38391, 0.01752, 7.05562], [0.64789, -0.66155, 4.65667], [-0.32639, 3.02885, 2.41811], [-0.34250, 2.34905, 7.63886], [-2.57867, 1.78428, -2.04991], [-0.91169, 3.93652, 5.78636], [-2.61513, -2.37399, -0.95691], [3.79274, -2.18167, -1.94001], [-3.31198, -1.79559, 0.56929], [0.70646, 2.50430, -5.36523], [-3.24012, 1.04473, 1.41202], [3.31234, -1.75347, 1.39665], [-2.59919, -4.37923, -5.65244], [-4.09175, 1.34853, -0.17973], [2.08082, -2.31273, -2.44476], [3.30580, 0.01517, 1.47134], [4.53292, -0.81391, 0.45297], [-4.14708, -1.39455, -0.98791], [2.61558, -3.15621, -0.97170], [3.02614, 1.45456, -0.94177], [3.59698, 0.35751, -2.23396], [-0.11224, -4.70588, -0.75583], [-2.78791, 0.24986, -2.90696], [-1.58794, 1.65123, -4.61991], [-2.55805, 2.19707, 0.20711], [2.70134, 2.01534, -3.87960]], "forces_ev_per_angstrom": [[0.075, -0.238, 3.515], [0.620, 0.046, -0.253], [-1.063, 0.396, -0.361], [0.581, 0.060, -0.528], [-0.004, -1.842, -0.730], [-0.430, -0.262, 0.083], [0.347, -0.540, -0.668], [-0.229, 0.737, -1.528], [0.193, 0.478, -1.246], [-0.285, -0.045, 0.060], [0.016, 0.097, 0.586], [-0.436, 0.552, -0.477], [0.039, 0.485, 0.666], [0.141, -0.400, -0.238], [-0.080, 0.067, -0.484], [0.173, -0.054, 0.252], [0.073, 0.231, 0.728], [0.322, 0.511, -0.080], [0.314, 0.029, -0.066], [-0.022, -0.095, 0.190], [0.097, -0.464, -0.417], [0.176, -0.214, -0.288], [-0.003, -0.025, -0.474], [0.128, 0.067, 0.111], [0.218, -0.402, 0.515], [0.017, -0.070, -0.061], [-0.048, -0.165, -0.109], [-0.401, -0.270, 0.019], [-0.029, 0.096, -0.171], [-0.012, 0.126, -0.081], [-0.116, 0.300, 0.176], [-0.400, 0.785, 0.927], [0.001, -0.230, -0.367], [0.102, -0.615, -0.072], [0.048, -0.059, 0.093], [-0.317, 0.391, 0.070], [-0.263, -0.127, 0.164], [-0.090, 0.063, -0.382], [-0.051, -0.149, -0.122], [-0.078, 0.186, -0.386], [0.150, 0.193, -0.079], [0.474, 0.176, 0.163], [0.203, 0.019, 0.408], [0.153, 0.025, 0.161], [0.028, -0.142, -0.103], [-0.193, -0.079, 0.135], [0.411, -0.120, 0.253], [0.180, 0.167, -0.235], [-0.013, -0.210, -0.117], [-0.353, 0.400, 0.013], [-0.191, 0.217, 0.484], [-0.075, -0.059, 0.121], [0.495, 0.050, 0.158], [-0.216, -0.213, 0.263], [-0.377, 0.139, -0.192]], "s2": 6.015, "spin_multiplicity": 5, "largest_force_ha_per_bohr": 0.06853, "charge": 1, "homo_ev": [-10.0, -10.0]}

***

Entry 3:
{"formula": "C18H28N2O2", "method": "the ωB97M-V functional and the def2-TZVPD basis", "symbols": ["O", "O", "N", "N", "C", "C", "C", "C", "C", "C", "C", "C", "C", "C", "C", "C", "C", "C", "C", "C", "C", "C", "H", "H", "H", "H", "H", "H", "H", "H", "H", "H", "H", "H", "H", "H", "H", "H", "H", "H", "H", "H", "H", "H", "H", "H", "H", "H", "H", "H"], "positions_angstrom": [[-2.66581, -0.03342, 0.52390], [1.68982, 0.99157, -3.89274], [-2.18268, -2.11017, 1.26539], [1.19118, 2.15019, -2.02178], [1.18580, 1.03687, -2.78507], [-2.32505, -2.00219, 3.71868], [-2.38785, -1.52003, 6.17263], [-3.08553, -2.07159, 2.39308], [4.18555, 1.84251, -1.21753], [5.13312, 4.07305, -0.59070], [-0.98881, -1.24569, -0.64015], [0.92400, -1.41340, -2.64423], [-0.59838, -2.48729, -1.13244], [-4.14762, -2.99018, 5.17391], [-3.23713, -1.78871, 4.93118], [0.35300, -2.56461, -2.13540], [-2.02210, -1.06149, 0.42540], [0.54203, -0.16303, -2.16406], [-0.42664, -0.08998, -1.17296], [1.77488, 3.39894, -2.45140], [2.79014, 3.95498, -1.45047], [4.18952, 3.33467, -1.53970], [3.65013, 1.28079, -1.97637], [4.80291, 3.95620, 0.43968], [-0.80277, 0.85300, -0.80280], [5.20597, 1.46698, -1.18123], [2.24512, 3.20856, -3.41876], [-3.86142, -0.90928, 4.74025], [4.55578, 3.46487, -2.56370], [-3.70133, -1.17846, 2.26558], [5.16283, 5.13531, -0.82301], [-1.74935, -2.37453, 6.38785], [3.72068, 1.65902, -0.25034], [6.14265, 3.67754, -0.67254], [2.40063, 3.82495, -0.43684], [-1.74854, -2.92116, 3.85753], [-3.72635, -2.95750, 2.36024], [-1.05627, -3.39573, -0.76791], [-4.73684, -2.83739, 6.07509], [-1.54585, -2.88849, 1.21481], [-1.75596, -0.64715, 6.02613], [1.66272, -1.45666, -3.43021], [-3.55673, -3.89490, 5.30293], [0.64457, -3.52852, -2.52536], [-4.83452, -3.13828, 4.34519], [0.78975, 2.12571, -1.09875], [-1.61928, -1.17021, 3.65865], [-3.02235, -1.34102, 7.03729], [0.97124, 4.13236, -2.59383], [2.88178, 5.02825, -1.63009]], "forces_ev_per_angstrom": [[-0.032, 0.254, -0.002], [0.128, -0.114, -0.161], [0.052, -0.330, 0.031], [-0.145, 0.091, 0.230], [-0.100, 0.116, 0.156], [-0.385, 0.225, -0.063], [-0.208, 0.089, -0.214], [-0.022, 0.048, 0.232], [0.073, 0.162, -0.225], [-0.101, -0.084, -0.282], [0.156, 0.086, -0.236], [0.003, 0.118, -0.025], [-0.069, 0.164, 0.099], [0.006, 0.299, -0.089], [0.250, -0.216, 0.076], [0.067, -0.033, -0.017], [0.002, -0.205, 0.035], [-0.115, -0.366, -0.003], [0.036, -0.076, -0.008], [0.038, 0.337, -0.038], [0.136, -0.176, -0.395], [-0.079, 0.033, 0.327], [-0.032, -0.140, -0.040], [-0.025, -0.005, 0.156], [-0.038, 0.069, 0.023], [0.104, -0.081, 0.023], [-0.083, 0.084, 0.067], [0.015, 0.009, -0.021], [-0.033, 0.023, -0.010], [-0.007, -0.150, 0.028], [0.032, 0.139, 0.028], [0.097, -0.109, 0.051], [-0.060, -0.045, 0.138], [0.130, -0.021, 0.042], [-0.005, 0.078, 0.120], [0.097, -0.037, 0.046], [-0.034, 0.115, 0.013], [-0.046, -0.064, 0.032], [-0.097, -0.045, 0.088], [0.018, 0.140, -0.094], [0.106, 0.085, 0.031], [0.043, 0.005, -0.069], [0.071, -0.144, 0.021], [0.024, -0.066, -0.032], [-0.114, -0.106, -0.063], [0.036, -0.131, -0.084], [0.067, -0.021, -0.034], [-0.025, 0.012, 0.140], [0.114, -0.068, -0.086], [-0.045, 0.052, 0.062]], "smiles": "CC(C)CCNC(=O)c1cccc(C(=O)NCCC(C)C)c1", "largest_force_ha_per_bohr": 0.00882, "charge": 0, "homo_ev": -9.5}

***

Number 1: molecular weight 493.41 g mol⁻¹. Number 2: molecular weight 456.22 g mol⁻¹. Number 3: molecular weight 304.43 g mol⁻¹.